A molecular structure, C17H19Cu, computed with ωB97M-V/def2-TZVPD.

Results
Highest occupied orbital energy   1.639 eV
Total charge   -2
Frontier orbital gap   3.5724 eV

Geometry as XYZ:
```
37
Properties=species:S:1:pos:R:3:forces:R:3
Cu -0.493697 -0.330072 0.869506 0.0958 -0.0413 -0.0140
C -0.270435 -0.918774 2.796458 -0.1205 0.0833 0.0278
C 0.489886 -2.136606 3.005118 0.0526 -0.0248 -0.0225
C 1.891455 -2.128959 3.189417 -0.0342 0.0020 -0.0059
C 2.619832 -3.290372 3.368910 0.0202 0.0145 0.0071
C 1.999603 -4.537494 3.378103 0.0152 0.0071 -0.0033
C 0.619687 -4.576038 3.195115 0.0114 -0.0277 0.0089
C -0.110993 -3.415637 3.016781 -0.0305 0.0382 -0.0148
H 0.188552 -0.053871 3.286331 0.0073 -0.0055 -0.0261
H -1.312463 -1.020090 3.119886 0.0257 -0.0087 0.0253
H 2.403298 -1.172539 3.171683 0.0037 0.0019 -0.0004
H 3.695916 -3.221350 3.500164 -0.0021 -0.0170 0.0008
H 2.574003 -5.446518 3.513607 -0.0093 -0.0019 -0.0025
H 0.105622 -5.533086 3.189589 -0.0053 0.0087 -0.0004
H -1.184173 -3.474480 2.865853 0.0044 -0.0136 -0.0002
C 1.496179 1.503267 -1.210921 0.0134 -0.0230 0.0023
C 0.273334 0.908323 -1.864036 -0.0319 0.1334 -0.0749
C 0.558743 0.387245 -3.251280 0.0229 -0.0119 0.0112
C -0.743783 0.192256 -0.992293 -0.0810 -0.1105 0.0859
C -1.105875 1.548588 -1.579363 0.0309 -0.0895 -0.0147
C -2.104114 1.652375 -2.689170 0.0443 -0.0660 -0.0174
C -2.433812 2.869122 -3.210584 -0.0354 0.1084 -0.0907
C -2.021399 4.096662 -2.622833 -0.0483 -0.1337 0.1076
C -1.540719 3.972022 -1.285668 -0.0047 0.1333 -0.0312
C -1.198629 2.775769 -0.731872 0.0719 -0.0651 0.0629
H 2.275087 0.738550 -1.075408 0.0024 0.0005 0.0080
H 1.254533 1.907177 -0.228053 -0.0144 0.0091 0.0036
H 1.917266 2.318464 -1.815014 0.0002 0.0029 -0.0067
H 1.267529 -0.453992 -3.213204 -0.0077 -0.0102 -0.0078
H 0.996290 1.164126 -3.892855 0.0118 0.0073 0.0122
H -0.353315 0.042564 -3.739606 -0.0180 0.0037 0.0099
H -1.243887 -0.595784 -1.573350 0.0147 0.0337 -0.0299
H -2.521529 0.741339 -3.113053 -0.0111 -0.0013 0.0146
H -3.098057 2.893000 -4.078329 0.0061 0.0321 0.0186
H -2.430122 5.038933 -2.974462 0.0344 0.0030 -0.0154
H -1.513032 4.858371 -0.647454 -0.0187 0.0067 -0.0366
H -0.946783 2.697506 0.322294 -0.0160 0.0216 0.0088
```
Positions in Å, forces in eV/Å.